Density functional theory data (wB97M-V/def2-TZVPD) for a cluster of 7 separate species, C20H36Cl6O12 in total at a distorted geometry.

Atoms and positions in Å:
C (2.13, -3.62, -1.02)
C (1.41, -3.98, -2.30)
O (0.10, -4.51, -2.01)
C (0.02, -5.83, -1.95)
O (0.94, -6.59, -2.00)
O (-1.26, -6.16, -1.82)
C (-1.54, -7.53, -1.61)
H (2.36, -4.50, -0.42)
H (1.53, -2.86, -0.52)
H (3.09, -3.15, -1.25)
H (1.98, -4.68, -2.91)
H (1.22, -3.10, -2.90)
H (-1.10, -8.17, -2.37)
H (-2.61, -7.66, -1.62)
H (-1.14, -7.86, -0.65)
C (-2.54, 7.07, -0.25)
C (-3.09, 5.81, 0.36)
O (-2.44, 4.65, -0.19)
C (-3.04, 4.07, -1.23)
O (-4.10, 4.38, -1.70)
O (-2.26, 3.07, -1.66)
C (-2.78, 2.35, -2.76)
H (-2.93, 7.19, -1.26)
H (-1.45, 7.13, -0.26)
H (-2.90, 7.95, 0.29)
H (-4.17, 5.71, 0.23)
H (-2.89, 5.76, 1.44)
H (-3.04, 2.93, -3.64)
H (-3.68, 1.81, -2.44)
H (-2.08, 1.55, -3.01)
O (3.43, -3.26, 2.29)
C (2.26, -3.47, 2.26)
O (1.68, -4.69, 2.35)
C (0.30, -4.58, 2.00)
C (0.01, -3.10, 2.25)
O (1.30, -2.50, 2.17)
H (0.11, -4.80, 0.94)
H (-0.24, -5.27, 2.63)
H (-0.46, -2.90, 3.22)
H (-0.65, -2.72, 1.47)
O (3.57, 3.29, -0.85)
C (3.42, 3.25, -2.02)
O (4.09, 4.02, -2.92)
C (3.53, 3.87, -4.21)
C (2.56, 2.66, -4.07)
O (2.55, 2.42, -2.65)
H (2.99, 4.77, -4.50)
H (4.28, 3.63, -4.96)
H (2.92, 1.75, -4.54)
H (1.56, 2.94, -4.40)
Cl (-1.65, -0.18, 2.82)
C (-2.30, 1.48, 2.71)
C (-3.34, 1.63, 1.64)
Cl (-4.77, 0.60, 1.94)
H (-1.46, 2.14, 2.53)
H (-2.68, 1.73, 3.70)
H (-2.93, 1.40, 0.66)
H (-3.70, 2.66, 1.59)
Cl (2.39, 1.87, 5.08)
C (1.30, 0.58, 4.54)
C (1.48, -0.69, 5.34)
Cl (3.11, -1.38, 5.16)
H (1.36, 0.37, 3.48)
H (0.30, 0.96, 4.75)
H (0.72, -1.41, 5.03)
H (1.36, -0.49, 6.40)
Cl (-1.12, 0.11, -0.79)
C (0.66, 0.07, -0.92)
C (1.32, 0.54, 0.36)
Cl (3.00, 0.01, 0.38)
H (0.94, 0.69, -1.78)
H (0.93, -0.94, -1.24)
H (0.80, 0.11, 1.21)
H (1.30, 1.63, 0.37)

Summary:
net charge = 0
HOMO-LUMO gap = 0.3879 Ha
LUMO = 0.24 eV
SMILES = CCOC(=O)OC.CCOC(=O)OC.O=C1OCCO1.O=C1OCCO1.ClCCCl.ClCCCl.ClCCCl
E_HOMO = -10.315 eV
E_tot = -121029.6046 eV

For reference, the Löwdin charges in units of e are: C -0.05; C -0.19; O 0.04; C -0.63; O 0.13; O 0.00; C -0.05; H 0.09; H 0.06; H 0.09; H 0.12; H 0.12; H 0.10; H 0.09; H 0.10; C -0.06; C -0.21; O 0.02; C -0.62; O 0.13; O -0.03; C -0.08; H 0.08; H 0.08; H 0.08; H 0.12; H 0.12; H 0.10; H 0.10; H 0.06; O 0.15; C -0.60; O 0.06; C -0.10; C -0.15; O 0.00; H 0.12; H 0.13; H 0.11; H 0.11; O 0.17; C -0.56; O 0.07; C -0.12; C -0.09; O 0.03; H 0.13; H 0.13; H 0.13; H 0.12; Cl 0.59; C -0.63; C -0.67; Cl 0.56; H 0.08; H 0.07; H 0.01; H 0.07; Cl 0.55; C -0.69; C -0.66; Cl 0.59; H 0.04; H 0.04; H 0.06; H 0.07; Cl 0.63; C -0.62; C -0.65; Cl 0.63; H 0.06; H 0.04; H 0.01; H 0.08

---

Density functional theory data (wB97M-V/def2-TZVPD) for a cluster of 2 separate species, C20H36F6NO5P2 in total at a distorted geometry.

Atoms and positions in Å:
C (1.28, 2.41, 4.94)
C (2.03, 2.39, 3.54)
C (1.02, 2.39, 2.31)
C (1.14, 3.66, 1.38)
C (-0.26, 3.86, 0.64)
C (-0.54, 2.68, -0.37)
C (-1.95, 1.96, -0.16)
C (-1.79, 0.93, 1.02)
C (-2.78, -0.29, 1.03)
C (-3.78, -0.39, -0.17)
C (-3.22, -1.16, -1.45)
C (-1.66, -1.23, -1.52)
O (-1.31, -1.96, -2.74)
P (0.17, -1.57, -3.33)
O (0.63, -2.72, -4.15)
O (0.00, -0.28, -4.38)
C (1.29, 0.02, -4.97)
C (1.62, 1.56, -4.89)
C (2.78, 1.90, -3.88)
O (2.32, 1.93, -2.51)
O (1.25, -1.07, -2.19)
C (1.45, -2.03, -1.17)
C (1.24, -1.56, 0.20)
C (1.40, -2.54, 1.26)
C (1.78, -3.88, 0.87)
N (2.03, -4.33, -0.39)
C (1.84, -3.40, -1.35)
H (0.18, 2.28, 4.85)
H (1.51, 3.37, 5.44)
H (1.66, 1.55, 5.55)
H (2.66, 3.32, 3.46)
H (2.68, 1.48, 3.46)
H (1.21, 1.47, 1.70)
H (-0.01, 2.41, 2.74)
H (1.29, 4.55, 2.06)
H (1.99, 3.58, 0.66)
H (-0.11, 4.79, 0.02)
H (-1.06, 3.99, 1.41)
H (-0.48, 3.07, -1.43)
H (0.28, 1.91, -0.29)
H (-2.66, 2.75, 0.18)
H (-2.20, 1.51, -1.15)
H (-0.74, 0.55, 1.08)
H (-1.96, 1.50, 1.97)
H (-3.39, -0.23, 1.98)
H (-2.22, -1.26, 1.13)
H (-4.65, -1.01, 0.19)
H (-4.24, 0.59, -0.47)
H (-3.71, -0.73, -2.35)
H (-3.57, -2.22, -1.36)
H (-1.31, -1.86, -0.67)
H (-1.14, -0.24, -1.50)
H (1.31, -0.26, -6.06)
H (2.12, -0.54, -4.49)
H (1.92, 1.97, -5.89)
H (0.70, 2.09, -4.51)
H (3.67, 1.24, -3.97)
H (3.09, 2.97, -4.10)
H (1.72, 2.68, -2.39)
H (0.97, -0.51, 0.40)
H (1.23, -2.29, 2.33)
H (1.90, -4.62, 1.69)
H (2.03, -3.73, -2.41)
F (-0.22, -6.02, 3.07)
P (-1.23, -4.77, 3.31)
F (-0.98, -5.01, 4.90)
F (-1.55, -3.63, 2.19)
F (0.11, -3.84, 3.35)
F (-2.65, -4.34, 3.99)
F (-2.11, -5.78, 2.37)

Summary:
net charge = -1
HOMO-LUMO gap = 0.3269 Ha
LUMO = 2.16 eV
E_HOMO = -6.733 eV
E_tot = -67940.2122 eV

For reference, the Löwdin charges in units of e are: C -0.12; C -0.23; C -0.21; C -0.20; C -0.20; C -0.20; C -0.19; C -0.19; C -0.18; C -0.20; C -0.15; C -0.21; O -0.16; P 0.53; O -0.26; O -0.19; C -0.23; C -0.14; C -0.25; O -0.10; O -0.14; C -0.26; C 0.01; C -0.03; C -0.13; N 0.06; C -0.09; H 0.06; H 0.06; H 0.07; H 0.09; H 0.10; H 0.09; H 0.09; H 0.10; H 0.11; H 0.10; H 0.11; H 0.10; H 0.09; H 0.11; H 0.09; H 0.07; H 0.11; H 0.11; H 0.10; H 0.11; H 0.10; H 0.11; H 0.12; H 0.12; H 0.11; H 0.13; H 0.11; H 0.11; H 0.12; H 0.12; H 0.11; H 0.07; H 0.08; H 0.10; H 0.11; H 0.11; F -0.20; P 0.28; F -0.20; F -0.20; F -0.22; F -0.20; F -0.20

---

Density functional theory data (wB97M-V/def2-TZVPD) for a cluster of 2 separate species, C20H36N3O6P2 in total at a distorted geometry.

Atoms and positions in Å:
C (2.27, 2.12, 2.89)
C (3.51, 2.28, 1.83)
N (3.56, 3.47, 1.10)
C (4.70, 1.20, 1.52)
P (4.29, -0.11, 0.19)
C (3.55, 0.57, -1.43)
C (2.06, 1.24, -1.31)
C (0.82, 0.18, -1.20)
N (-0.52, 0.94, -1.04)
C (-0.67, 1.48, 0.37)
C (-2.16, 1.03, 0.91)
C (-2.24, 0.29, 2.38)
C (-3.71, -0.22, 2.96)
C (-5.12, -0.02, 2.11)
C (-4.98, 0.76, 0.66)
C (-3.55, 1.29, 0.06)
O (-3.40, 2.00, -1.25)
C (6.01, -0.88, -0.31)
O (7.09, 0.16, -0.25)
C (7.11, 0.93, -1.51)
C (6.78, 2.56, -1.61)
O (7.43, 0.34, -2.70)
P (3.17, -1.83, 1.03)
N (4.17, -2.62, 2.08)
O (1.79, -1.34, 1.98)
O (2.78, -2.96, -0.25)
H (1.62, 1.15, 2.73)
H (1.53, 3.03, 2.71)
H (2.60, 2.21, 4.03)
H (4.37, 3.44, 0.44)
H (4.94, 0.66, 2.56)
H (5.67, 1.81, 1.25)
H (3.51, -0.35, -2.20)
H (4.26, 1.36, -1.92)
H (1.89, 1.84, -2.33)
H (1.94, 2.03, -0.46)
H (0.95, -0.66, -0.40)
H (0.73, -0.36, -2.26)
H (-1.26, 0.21, -1.13)
H (0.15, 0.92, 1.04)
H (-0.49, 2.65, 0.43)
H (-1.29, 0.12, 3.04)
H (-3.73, -0.73, 4.02)
H (-6.14, -0.41, 2.54)
H (-5.98, 0.92, 0.04)
H (-3.42, 2.98, -0.96)
H (6.34, -1.75, 0.39)
H (5.88, -1.32, -1.40)
H (6.13, 2.73, -2.58)
H (6.17, 2.91, -0.68)
H (7.77, 3.21, -1.68)
H (5.08, -2.12, 2.13)
H (1.09, -2.08, 1.88)
H (1.84, -3.31, -0.13)
C (-7.30, -2.90, -2.57)
C (-8.29, -3.26, -1.49)
C (-7.58, -2.79, -0.24)
O (-6.76, -1.68, -0.62)
C (-6.72, -1.61, -2.05)
H (-7.75, -2.80, -3.56)
H (-6.52, -3.67, -2.63)
H (-9.22, -2.68, -1.63)
H (-8.55, -4.32, -1.47)
H (-6.92, -3.57, 0.15)
H (-8.27, -2.49, 0.55)
H (-7.33, -0.75, -2.36)
H (-5.69, -1.44, -2.38)

Summary:
net charge = +1
HOMO-LUMO gap = 0.2390 Ha
LUMO = -3.92 eV
E_HOMO = -10.424 eV
E_tot = -56634.7444 eV

For reference, the Löwdin charges in units of e are: C -0.07; C -0.33; N 0.10; C -0.24; P 0.99; C -0.28; C -0.21; C -0.23; N -0.10; C -0.21; C -0.09; C -0.04; C -0.06; C -0.04; C 0.01; C -0.14; O -0.09; C -0.23; O -0.13; C -0.27; C -0.01; O -0.01; P 0.61; N -0.18; O -0.26; O -0.23; H 0.05; H 0.11; H 0.11; H 0.02; H 0.13; H 0.11; H 0.13; H 0.10; H 0.15; H 0.09; H 0.08; H 0.14; H 0.10; H 0.09; H 0.14; H 0.08; H 0.08; H 0.10; H 0.10; H 0.13; H 0.13; H 0.14; H 0.11; H 0.05; H 0.12; H -0.03; H 0.11; H 0.10; C -0.18; C -0.18; C -0.21; O -0.17; C -0.21; H 0.12; H 0.12; H 0.12; H 0.12; H 0.12; H 0.12; H 0.12; H 0.12